[1]
Computed, not measured: C35H37ClIrOP as an isolated structure at a distorted geometry, with ωB97M-V/def2-TZVPD.

Summary:
<S²>	6.051
net charge	0
2S+1	5
calculated total energy	-63588.369	eV
LUMO level (spin up / spin down)	0.58 / -1.98	eV

CARTESIAN COORDINATES (ANGSTROEM)
C 1.90231 0.15358 -0.89527
C 1.08723 -0.64444 -1.73348
C -0.00686 0.16797 -2.22012
H 1.29764 -1.67742 -1.96225
C 0.19691 1.53147 -1.73325
C 1.36381 1.51623 -0.90142
H 1.73401 2.36745 -0.34245
H 2.81161 -0.17619 -0.40260
H -0.81528 -0.16524 -2.86053
H -0.44790 2.39369 -1.82862
Ir -0.12976 0.25127 -0.10959
Cl -2.03030 0.62270 0.94643
P -2.73056 -2.56500 -0.63336
C -3.89900 -2.40977 -2.04616
C -4.17502 -3.43717 -2.96094
H -3.68691 -4.40613 -2.86456
C -5.07785 -3.22370 -4.00604
H -5.28236 -4.03300 -4.70851
C -5.70662 -1.98624 -4.14369
H -6.41187 -1.82492 -4.95565
C -5.43392 -0.95171 -3.24068
H -5.93324 0.01196 -3.34445
C -4.52554 -1.15480 -2.20484
H -4.28946 -0.35573 -1.50014
C -1.96161 -4.19356 -1.00500
C -0.84441 -4.17665 -1.86910
H -0.50202 -3.22367 -2.27685
C -0.20427 -5.36461 -2.20797
H 0.64236 -5.34502 -2.89488
C -0.65467 -6.57816 -1.67467
H -0.15244 -7.50504 -1.94012
C -1.74508 -6.60344 -0.80579
H -2.09863 -7.54487 -0.38256
C -2.39683 -5.41408 -0.46820
H -3.24412 -5.44509 0.21589
C -3.89254 -3.03653 0.71687
C -5.24087 -3.37148 0.52014
H -5.66972 -3.36629 -0.48129
C -6.04645 -3.71385 1.60986
H -7.09197 -3.97459 1.43989
C -5.51426 -3.71986 2.89906
H -6.14268 -3.99029 3.74444
C -4.17314 -3.37907 3.10887
H -3.75385 -3.39044 4.11535
C -3.36905 -3.02790 2.02768
H -2.32724 -2.74214 2.17786
C -0.41360 0.28418 3.71557
C 0.76160 0.84302 4.53652
C 1.23581 -0.24032 5.52086
C 1.98394 1.50374 3.86667
C 2.82004 2.18512 4.71831
C 3.96888 2.78244 4.19371
C 4.29113 2.71836 2.83107
C 3.49523 2.08137 1.92526
C 4.12769 2.15152 0.49765
C 4.27450 3.61168 0.00267
C 5.52151 1.48422 0.43595
C 2.26965 1.44581 2.44520
O 1.44335 0.79051 1.77375
H -0.10110 -0.55015 3.07557
H -0.87271 1.04054 3.06915
H -1.20004 -0.06841 4.40861
H 0.33022 1.66817 5.14208
H 1.67512 -1.07472 4.95912
H 1.99238 0.17612 6.19338
H 0.38955 -0.61640 6.10925
H 2.51035 2.18042 5.77861
H 4.65156 3.29274 4.86151
H 5.19967 3.15637 2.39246
H 3.48116 1.61473 -0.20211
H 4.88386 4.19115 0.70150
H 4.74835 3.66784 -0.98702
H 3.29484 4.08994 -0.05691
H 5.43437 0.42654 0.69420
H 5.96791 1.56081 -0.56490
H 6.20457 1.94978 1.15183

Force components x, y, z for each atom (eV/Å):
0.6050 1.0125 -1.0511
-0.0882 0.1184 -0.6740
1.1121 0.6717 -1.4905
-0.2324 0.0026 0.0114
0.4539 0.0322 -1.1978
0.7976 0.0157 -0.9669
-0.2165 -0.2141 -0.2597
-0.4371 -0.0614 -0.0239
0.1279 0.0001 0.1587
0.0599 -0.1474 -0.3507
-1.7303 -1.7540 4.0501
-1.4780 0.1879 0.5337
-0.1895 -0.2909 -0.0475
-0.1510 0.1634 -0.3080
-0.1279 0.3296 0.0296
-0.1016 0.2181 0.0285
0.0915 0.1464 0.1325
0.0154 0.2533 0.1564
0.0740 0.0011 0.1574
0.1133 -0.0137 0.1322
0.0311 -0.1888 -0.0114
0.1423 -0.2350 -0.0100
0.1070 -0.5065 -0.0938
-0.0829 -0.1321 -0.1615
0.2968 -0.2144 -0.0774
-0.4548 -0.2698 0.3172
-0.0676 -0.2317 0.1022
-0.1481 -0.0526 0.0489
-0.1817 -0.0510 0.1976
-0.0575 0.1392 -0.0062
-0.0612 0.1437 0.0398
0.0757 0.2194 -0.0442
0.1437 0.2243 -0.1464
0.2617 0.0611 -0.2312
0.1735 0.0648 -0.1780
-0.1203 0.0810 0.3710
0.2214 0.0099 0.2705
0.1377 -0.0029 0.2043
0.1962 0.0793 -0.0041
0.2682 0.0656 0.0979
0.1445 0.0169 -0.1126
0.0999 0.0519 -0.1332
-0.0887 -0.0644 -0.1744
-0.1382 0.0355 -0.2397
-0.3396 -0.0649 -0.3948
-0.2209 -0.0372 0.0133
0.1290 0.2054 -0.0551
-0.4613 0.2659 0.1468
0.1860 0.1463 -0.1268
-0.5534 -0.0606 0.5790
-0.1101 -0.1236 -0.1609
0.3424 0.2565 0.6881
0.0192 0.0659 0.1171
0.6674 0.2621 -0.4357
-0.4064 -0.3528 -0.4136
-0.3593 -0.2200 0.2162
-0.3769 -0.1816 0.2867
-0.0424 -0.4872 -0.2144
0.5652 0.1502 -0.3560
-0.1640 0.1783 0.2062
0.2764 -0.2369 0.2538
0.3908 0.1209 -0.1951
0.2076 -0.3278 -0.1414
-0.0517 0.0949 0.1833
-0.1009 -0.3379 0.0316
0.2197 0.0928 -0.1260
0.7030 0.4059 -0.5858
-0.0089 0.0570 0.0325
-0.3832 -0.0107 0.9674
0.5092 0.3461 0.2844
-0.0398 0.0155 -0.1488
-0.1518 -0.1950 0.2597
0.0450 0.1056 -0.0318
0.1369 -0.0028 0.0013
-0.2614 0.0524 0.2219
0.0373 -0.0977 -0.1486


[2]
Computed, not measured: a 3-piece molecular cluster, C15H27NO8S3 overall at a distorted geometry, with ωB97M-V/def2-TZVPD.

Summary:
net charge	0
SMILES	[H]/N=C/C[C@H]1C[C@H](C[SH](=O)=O)C(=O)O1.O=S1(=O)CCCC1.O=S1(=O)CCCC1
calculated total energy	-66366.905	eV
LUMO level	0.42	eV

CARTESIAN COORDINATES (ANGSTROEM)
H -3.33537 -0.33220 -3.91046
N -2.96634 -0.64207 -3.01493
C -3.05203 0.28535 -2.14807
C -2.55828 0.04677 -0.75847
C -1.11731 0.49664 -0.54949
C -0.83819 1.98460 -0.51982
C -1.57448 2.32476 0.80230
C -1.19734 3.68328 1.37938
S -1.76746 3.95625 3.04130
O -0.72297 3.66550 3.98439
O -3.03845 3.30435 3.19222
C -1.25573 1.06981 1.62687
O -1.37732 0.84439 2.80577
O -0.69898 0.13473 0.77211
H -3.49814 1.24135 -2.41845
H -2.59595 -1.02095 -0.57713
H -3.25026 0.50176 -0.05533
H -0.52904 -0.01902 -1.30055
H 0.20444 2.12998 -0.26448
H -1.15685 2.56316 -1.37568
H -2.62261 2.39159 0.53389
H -1.66515 4.44708 0.76183
H -0.12871 3.81317 1.28798
H -1.96937 5.30038 3.07250
O 0.35748 -1.70181 -3.07254
S 0.70359 -3.07317 -2.79305
O 1.67583 -3.40338 -1.78335
C -0.80481 -3.98803 -2.50105
C -1.22413 -4.46883 -3.88567
C 0.06229 -4.95398 -4.57041
C 1.13574 -3.88170 -4.33958
H -1.53251 -3.33356 -2.02603
H -0.55873 -4.82227 -1.84487
H -1.97196 -5.25752 -3.82222
H -1.65633 -3.63929 -4.44881
H 0.38055 -5.89730 -4.12281
H -0.08854 -5.13129 -5.63402
H 2.13360 -4.30091 -4.24481
H 1.12477 -3.12266 -5.11885
O 3.98713 1.75313 1.05265
S 2.82637 1.93517 1.88499
O 1.71486 2.74299 1.43345
C 2.22099 0.33694 2.40897
C 2.97623 0.06267 3.70499
C 2.96058 1.38453 4.48609
C 3.34785 2.50079 3.50734
H 2.40740 -0.39036 1.62242
H 1.14971 0.43015 2.58686
H 2.51210 -0.74509 4.26746
H 4.00542 -0.22825 3.48310
H 1.95635 1.56734 4.87204
H 3.64051 1.36027 5.33610
H 2.84546 3.43921 3.72770
H 4.42407 2.65559 3.46622

Force components x, y, z for each atom (eV/Å):
-0.0165 0.0268 -0.0848
-0.0239 0.1756 0.3487
0.0489 -0.6810 -0.7072
-0.3357 0.0513 -0.0849
0.3809 0.1541 -0.6452
-0.5569 0.2350 1.1418
-0.1499 0.3161 -0.6162
0.1316 -0.0897 -0.4190
0.2132 -0.9648 0.6761
0.0860 0.3607 -0.1833
-0.2146 0.4702 -0.2559
0.3398 -0.5663 0.8462
0.2693 0.4525 -1.3868
-0.8019 -0.0629 0.6698
0.0656 0.3016 0.2151
0.0883 -0.2448 -0.0056
-0.0134 0.1600 0.2039
0.4402 -0.2187 0.2010
0.3986 0.0217 -0.6601
-0.0596 0.1029 -0.1942
-0.3978 -0.3767 0.5367
-0.1995 0.1481 -0.0030
0.3048 0.1861 0.5188
0.0185 -0.0152 -0.1808
0.1504 0.1089 0.0974
-0.0888 -0.1494 0.0399
0.0367 0.1722 0.0384
-0.2305 -0.1325 -0.0763
0.0841 0.0373 -0.0689
-0.0362 0.0274 0.0530
-0.0691 -0.2454 -0.2329
0.0802 0.1046 -0.0036
0.0482 0.0159 0.0211
-0.0082 -0.0050 -0.0002
-0.0226 0.0209 0.0397
0.0044 0.0063 0.0225
0.0103 -0.0043 -0.0099
0.0473 0.0941 0.0624
-0.0141 0.0804 0.0654
-0.0412 0.1490 -0.1317
-0.0592 -0.3124 0.3401
0.0760 0.0922 -0.2937
-0.0216 -0.1712 0.1528
0.0893 0.1110 0.0040
-0.0611 -0.0504 -0.0200
-0.0038 0.0102 0.3288
-0.0025 0.0846 -0.0951
0.0416 0.0157 0.0072
-0.0209 -0.0065 -0.0024
-0.0027 -0.0220 -0.0159
-0.0190 0.0100 -0.0402
0.0150 0.0126 0.0024
-0.0104 0.0319 -0.1092
0.0125 -0.0287 -0.1059


[3]
Computed, not measured: one molecule with the formula C6H10OSi2 at a distorted geometry, with ωB97M-V/def2-TZVPD.

Summary:
relative energy (zero: lowest compared OMol25 entry of this formula, charge and spin)	0.0	kJ/mol
net charge	0
calculated total energy	-24187.241	eV
LUMO level	0.73	eV

CARTESIAN COORDINATES (ANGSTROEM)
C -0.16950 0.16220 1.85593
C -0.34336 1.38123 1.32205
C -1.63825 -0.93722 -0.30811
C -1.59581 0.21572 -0.97438
C 0.86318 -2.89429 0.72193
C 0.66443 2.40959 -1.73124
O 0.99133 -0.16848 -0.44416
Si 0.06280 -1.14698 0.52305
Si 0.00476 1.16018 -0.53095
H 0.01694 0.06602 2.96605
H -0.21980 2.21995 1.83416
H -2.41442 -1.68923 -0.26657
H -2.39609 0.45674 -1.63131
H 0.13719 -3.46533 1.46625
H 0.88867 -3.39902 -0.18212
H 1.78660 -2.86227 1.20378
H -0.26028 2.48731 -2.52508
H 0.85298 3.32326 -1.24246
H 1.53238 2.20079 -2.30469

Force components x, y, z for each atom (eV/Å):
0.6452 0.1422 2.2492
1.1205 -3.3223 -2.6053
1.3645 -0.9500 0.1920
0.2616 -0.2219 -0.2097
-3.9609 1.1287 2.9346
-3.3509 -0.4431 -1.6008
0.2909 -0.2978 -0.3044
0.0623 -1.0843 0.0510
-0.6472 -0.4256 -0.5587
-0.5593 0.0381 -1.1295
-0.0582 3.5589 2.5044
-0.4029 0.2170 -0.3655
-0.7696 0.6177 -0.3717
1.3886 0.8970 -1.5471
0.0880 -0.9638 -1.7580
1.6613 0.1313 0.6172
2.2656 0.2966 1.8589
-0.1469 1.4497 0.3913
0.7474 -0.7683 -0.3480


[4]
Computed, not measured: an isolated ion of composition C6H11IN and charge +1 at a distorted geometry, with ωB97M-V/def2-TZVPD.

Summary:
relative energy (zero: lowest compared OMol25 entry of this formula, charge and spin)	234.5	kJ/mol
net charge	+1
SMILES	C=C[C@](C)(I)[N+](=C)C
calculated total energy	-15981.359	eV
LUMO level	-5.49	eV

CARTESIAN COORDINATES (ANGSTROEM)
C 1.11651 -1.68062 -1.40986
C 0.62035 -1.74362 -0.15152
C 0.26228 -0.45195 0.64274
C 1.70452 0.43370 0.75911
I -0.40611 -1.03790 2.76842
N -0.92686 0.12242 0.20592
C -1.80511 -0.43080 -0.53886
C -1.10420 1.54004 0.58502
H 1.35666 -2.57680 -2.03762
H 1.36745 -0.65215 -1.90020
H 0.36086 -2.65226 0.15671
H 1.99692 0.34420 -0.25363
H 1.56663 1.47115 1.05273
H 2.33549 0.00082 1.47349
H -1.72024 -1.48507 -0.72381
H -2.88002 0.03202 -0.67185
H -0.61926 2.22268 -0.15978
H -0.70442 1.76805 1.55149
H -2.17323 1.71235 0.39861

Force components x, y, z for each atom (eV/Å):
0.4705 1.5532 -0.0740
0.9351 3.9616 -2.8655
4.0243 -2.5676 1.9766
-4.2386 0.0643 -0.6389
0.6075 0.1846 -0.9757
-0.9126 2.6622 -1.3701
-2.7652 0.0714 1.0753
-0.9413 0.9908 -2.0571
-0.4134 0.8955 0.8553
-0.4432 -2.0444 0.8196
-0.9920 -3.5016 1.9398
1.0835 0.2508 -0.6838
-0.2637 0.0340 -0.1189
0.7853 -1.1199 0.6835
0.3138 -0.1613 -0.5946
2.6379 -0.5382 -0.0040
0.0377 -0.9092 0.5105
-0.2529 -0.1783 0.5868
0.3273 0.3521 0.9352


[5]
Computed, not measured: C26H24Br4EuN2O3S as an isolated structure at a distorted geometry, with ωB97M-V/def2-TZVPD.

Summary:
relative energy (zero: lowest compared OMol25 entry of this formula, charge and spin)	13.3	kJ/mol
<S²>	15.760
net charge	0
2S+1	8
calculated total energy	-346811.550	eV
LUMO level (spin up / spin down)	0.00 / -0.01	eV

CARTESIAN COORDINATES (ANGSTROEM)
Eu -0.00332 -0.35010 -0.05526
C 0.28916 -2.93048 3.04474
C 0.18560 -2.97536 1.54661
C -1.06015 -2.91065 0.92700
C -1.18568 -3.02110 -0.45621
C -2.53976 -3.13158 -1.10360
C -0.02773 -3.11486 -1.22299
C 1.23162 -3.14906 -0.63097
C 2.47538 -3.24268 -1.47501
C 1.31709 -3.09284 0.75483
H 0.23373 -3.93715 3.46545
H -0.52019 -2.33793 3.47275
H 1.21838 -2.45829 3.35839
H -1.95402 -2.82324 1.53543
H -2.82496 -4.18403 -1.16624
H -2.53687 -2.71990 -2.11328
H -3.30612 -2.60171 -0.54014
H -0.12205 -3.19476 -2.30102
H 3.14789 -4.01770 -1.10689
H 3.03323 -2.30230 -1.46683
H 2.22666 -3.47114 -2.51248
H 2.29119 -3.13213 1.22938
O -2.50575 0.03426 -1.06145
C -2.38691 0.93849 -2.15799
C -1.43431 0.36720 -3.16493
C -1.75801 0.27363 -4.52488
C -0.82900 -0.22815 -5.40979
C 0.43211 -0.62772 -4.90990
C 0.68171 -0.49158 -3.53837
N -0.21504 -0.02057 -2.69334
H -2.88775 0.50376 -0.31062
H -1.99913 1.89386 -1.78497
H -3.34644 1.10498 -2.65173
H -2.73484 0.59230 -4.86603
H -1.05639 -0.31019 -6.46368
H 1.20584 -1.01751 -5.55640
H 1.64629 -0.74849 -3.11442
Br 0.66398 2.67429 6.43607
C 0.00832 2.20340 4.71464
C -1.02839 2.93435 4.12297
Br -2.00786 4.21988 5.11483
C -1.39154 2.65407 2.79548
Br -2.68439 3.69174 1.86736
C -0.77173 1.66103 2.04959
O -1.00875 1.44580 0.78847
C 0.24094 0.81221 2.70586
O 0.78929 -0.12834 1.99955
C 0.62065 1.16888 4.00318
Br 2.13347 0.23695 4.67885
S 2.61167 0.67352 -0.69576
C 2.07367 2.15949 -0.02579
N 2.28428 2.36717 1.31552
C 1.88078 3.46893 2.01650
C 1.26216 4.48389 1.36746
C 1.04313 4.34225 -0.02800
C 1.44039 3.21378 -0.69868
H 2.67045 1.57481 1.81480
H 2.06752 3.42404 3.08003
H 0.92687 5.34352 1.92843
H 0.53544 5.13049 -0.57048
H 1.25816 3.07849 -1.75605

Force components x, y, z for each atom (eV/Å):
-0.0373 -1.4261 -1.6628
0.0114 0.1507 0.0373
-0.1663 0.0574 0.3870
-0.1731 -0.2211 -0.0797
-0.2161 -0.1877 -0.0321
-0.0071 0.0943 -0.0441
-0.0860 -0.1603 -0.1632
0.1169 -0.0161 -0.2366
0.0106 0.0448 -0.0993
0.2825 0.0179 0.0247
0.0215 -0.0077 -0.0290
-0.0207 -0.0474 -0.0315
0.0219 -0.0634 -0.0378
0.0011 0.0081 0.0224
-0.0280 0.0121 -0.0096
0.0434 -0.0246 -0.0008
0.0286 -0.0259 0.0514
0.0552 0.0193 -0.0048
-0.0228 -0.0075 0.0259
-0.0247 -0.0058 0.0656
0.0029 -0.0199 0.0363
0.0013 0.0570 0.0028
-0.1149 -0.3039 -0.3501
0.0249 0.0782 0.1563
1.1375 -0.4721 -0.3644
-0.1602 0.1670 0.8517
1.4454 -0.4671 0.3911
-0.8331 0.3669 0.1030
-0.0447 -0.1213 -1.0319
-1.5038 0.6437 -0.1926
0.1790 0.2733 0.1096
-0.0337 0.0104 -0.0812
-0.1027 0.0332 0.1451
0.0037 -0.0069 0.0285
0.0218 -0.0218 -0.0165
-0.0579 0.0056 -0.0531
0.0015 -0.0253 -0.0377
-0.1854 -0.0726 -0.1595
-0.4728 0.7183 0.0200
0.3334 -0.3386 0.3679
0.1939 -0.0626 -0.0817
0.0390 0.0245 0.0147
0.0601 -0.0515 0.0688
0.5980 -0.3780 0.8406
-0.6331 0.6209 0.2412
-0.8058 0.9578 0.0042
0.4078 0.3717 1.4125
0.1668 -0.3368 -0.4155
-0.0428 0.0291 0.0129
0.3135 0.4806 -0.2238
0.4840 -0.2541 0.9999
-0.3135 0.3950 -0.3964
0.3762 -0.9243 -0.3638
-0.1697 0.1320 -0.5453
0.0440 0.0116 0.4670
-0.1216 0.1529 -0.2052
0.0112 -0.1050 0.1112
-0.0252 0.1093 0.0051
-0.0407 0.0260 -0.1199
0.0137 -0.0110 0.0426
-0.0087 0.0967 0.0227


[6]
Computed, not measured: a 2-piece molecular cluster, C9H14F2N3 overall at a distorted geometry, with ωB97M-V/def2-TZVPD.

Summary:
net charge	+1
calculated total energy	-19456.114	eV
LUMO level	-3.82	eV

CARTESIAN COORDINATES (ANGSTROEM)
C 1.31543 -2.68244 1.05398
C 1.75355 -2.21102 -0.19123
C 0.26679 -2.10056 1.71371
C -0.46888 -0.99180 1.04401
C 0.11957 -0.55762 -0.08843
C -1.35202 0.80398 -2.64899
C 0.50075 2.84925 0.15491
C -0.91027 1.23262 -1.35136
C 0.29989 2.29897 -1.28626
N 1.14434 -1.13687 -0.70252
N -0.08538 -2.43927 3.00001
N -1.68631 -0.58521 1.52825
F 1.50660 1.71786 -1.71086
F -0.03392 3.27200 -2.22543
H 1.68215 -3.61161 1.38443
H 2.74516 -2.62585 -0.57443
H -1.97152 1.75076 -2.90528
H -0.56217 0.82332 -3.43463
H -1.88677 -0.03749 -2.60615
H 0.73365 1.96071 0.72769
H 1.36920 3.49549 0.12429
H -0.24420 3.53870 0.51144
H -1.58543 1.38613 -0.60944
H 1.59985 -0.60154 -1.38968
H 0.38893 -3.33649 3.37259
H -1.04565 -2.20533 3.33412
H -1.80264 -0.40100 2.58621
H -1.79069 0.39430 1.18904

Force components x, y, z for each atom (eV/Å):
0.3106 0.1521 -2.2674
1.4511 -1.0270 1.6657
-2.3212 1.9687 0.8856
2.2972 -3.0097 1.3528
-2.7087 3.3451 -2.1032
1.7024 4.6448 -1.6429
0.9847 -0.0448 -2.1055
5.7864 -0.9351 0.5934
-1.2708 -0.4289 0.4796
0.8099 -0.8406 0.9156
0.3202 -1.7359 -0.1429
-1.0216 3.0970 1.9321
-1.4246 0.4395 0.2326
0.5742 -0.8487 1.0059
0.8099 -0.7646 0.6256
-1.8453 0.7908 -0.0920
0.3006 -1.5815 -0.0402
-0.4435 -0.3768 0.7192
-2.3580 -3.0817 -0.2410
-0.2571 0.1755 0.6196
0.5468 -0.1377 -0.0546
-0.9239 -0.4394 0.1158
-2.0370 0.4880 1.9064
0.5321 0.5789 -1.3174
-1.4554 2.2014 -0.6038
1.4342 -0.6440 -0.4024
0.7319 -0.9422 -2.0222
-0.5248 -1.0432 -0.0145